Molecular formula: C4H10N3
Method: DFT, ωB97M-V/def2-TZVPD

Element x y z (Å)
C -1.22138 1.24375 -0.28651
C -2.06542 -0.95300 -0.10928
C 0.86965 -0.05548 0.28085
C 2.33372 0.07849 0.14151
N -1.90880 0.21872 0.50527
N 0.06696 0.69385 -0.65140
N 0.12779 -0.70499 -0.71725
H -1.69212 1.22889 -1.33020
H -1.08667 2.24573 0.26668
H -2.54568 -1.79273 0.50805
H -2.08155 -0.78174 -1.14653
H 0.59476 -0.34770 1.31496
H 2.83023 0.65494 0.88362
H 2.67394 0.50660 -0.73086
H 2.70240 -0.85880 0.39105
H -1.83071 0.06836 1.58660
H 0.58039 -1.02047 -1.53995

Force components x, y, z for each atom (eV/Å):
-1.5 0.4 0.0
-2.9 -3.2 1.5
1.8 0.4 2.1
-0.6 0.3 1.5
0.3 1.8 4.1
0.6 -2.1 1.2
1.6 2.8 -1.4
-0.2 0.9 1.7
-0.4 -1.6 -1.2
0.5 1.4 -1.6
-0.5 -1.1 -1.5
-0.6 0.6 -0.8
-0.3 0.9 1.1
0.5 0.3 -2.4
1.1 -2.1 -0.3
0.0 1.6 -2.7
0.3 -1.3 -1.5

## Properties
spin multiplicity	3
expectation value of S²	2.0083
HOMO-LUMO gap (alpha / beta)	7.4683 / 6.5448	eV
total charge	+1
highest occupied orbital energy (alpha / beta)	-10.28 / -15.28	eV
electronic energy	-8765.8216	eV

These are the Mulliken partial charges, in e, on atoms 1 to 8: number 1, C, carries -0.473; number 2, C, carries -0.708; number 3, C, carries 0.601; number 4, C, carries -1.717; number 5, N, carries -0.243; number 6, N, carries 0.071; number 7, N, carries -0.048; number 8, H, carries 0.340